Record 1
A 2-piece molecular cluster, C4H8O2 overall. Source: the OMol25 dataset; level of theory: ωB97M-V/def2-TZVPD.

Structure (ORCA input):
```
! RIJCOSX wB97M-V def2-TZVPD def2/J DEFGRID3
* xyz 0 1
C -0.421 -0.880 1.320
C 0.864 -0.861 0.962
C 1.279 -1.472 -0.315
O 2.408 -1.437 -0.759
H -1.164 -1.378 0.702
H -0.789 -0.408 2.226
H 1.636 -0.372 1.550
H 0.457 -1.964 -0.879
C -0.666 1.413 -1.151
O -1.386 1.472 0.063
H 0.320 0.946 -1.029
H -0.525 2.404 -1.600
H -1.247 0.800 -1.843
H -0.766 1.738 0.753
*
```

Summary:
Kohn-Sham gap ... 10.34 eV
ΔE to the lowest compared entry with this formula, charge and spin ... 215.9 kJ/mol
SMILES ... C=CC=O.CO
LUMO level ... 0.28 eV

---

Record 2
A 3-piece molecular cluster, C24H52BFN3O5P2 overall. Source: the OMol25 dataset; level of theory: ωB97M-V/def2-TZVPD.

Structure (ORCA input):
```
! RIJCOSX wB97M-V def2-TZVPD def2/J DEFGRID3
* xyz -1 3
C 3.337 -2.200 1.080
C 3.300 -1.217 -0.090
C 1.996 -0.442 -0.243
F 2.085 0.190 -1.495
C 0.696 -1.261 -0.124
C -0.105 -1.324 -1.428
O -0.843 -0.119 -1.421
B -1.178 0.119 -0.023
P -0.863 2.076 0.376
N 0.094 2.893 -0.619
P -3.074 -0.371 0.524
C -2.839 -2.158 0.900
O -3.840 -0.570 -0.983
O -0.212 -0.675 0.783
H 2.793 -1.804 1.941
H 4.363 -2.391 1.397
H 2.890 -3.162 0.830
H 3.492 -1.728 -1.039
H 4.101 -0.487 0.033
H 1.950 0.367 0.492
H 0.945 -2.261 0.248
H -0.771 -2.198 -1.381
H 0.502 -1.388 -2.334
H -0.456 2.135 1.734
H -2.120 2.722 0.532
H 0.391 2.228 -1.331
H -2.079 -2.248 1.681
H -3.773 -2.599 1.254
H -2.497 -2.712 0.024
H -4.664 -0.067 -0.959
C 0.676 -5.115 -3.915
C -0.057 -5.680 -2.682
C -0.219 -7.208 -2.742
C -1.244 -7.681 -3.764
C -2.596 -7.023 -3.513
C -2.518 -5.490 -3.513
N -1.435 -5.093 -2.539
O -1.835 -4.954 -1.340
C -2.265 -4.967 -4.927
C -3.825 -4.881 -3.014
C 0.737 -5.304 -1.437
H 0.976 -5.905 -4.605
H 0.078 -4.396 -4.462
H 1.576 -4.592 -3.594
H -0.528 -7.549 -1.749
H 0.765 -7.643 -2.943
H -0.897 -7.475 -4.781
H -1.350 -8.766 -3.691
H -3.326 -7.326 -4.269
H -2.979 -7.346 -2.540
H -2.065 -3.895 -4.912
H -3.173 -5.134 -5.510
H -1.449 -5.470 -5.440
H -4.107 -5.281 -2.045
H -4.610 -5.105 -3.740
H -3.733 -3.799 -2.914
H 0.760 -4.221 -1.318
H 1.760 -5.667 -1.567
H 0.312 -5.734 -0.534
C 2.954 7.050 2.172
C 1.672 6.199 2.050
C 0.445 7.038 1.649
C -0.079 7.951 2.749
C -0.385 7.147 4.007
C 0.829 6.355 4.510
N 1.345 5.526 3.359
O 0.798 4.380 3.256
C 1.882 7.306 5.082
C 0.414 5.393 5.619
C 1.883 5.129 0.987
H 2.770 8.098 1.929
H 3.398 7.007 3.160
H 3.699 6.672 1.473
H -0.344 6.340 1.356
H 0.712 7.610 0.757
H 0.637 8.750 2.966
H -0.992 8.442 2.403
H -0.726 7.800 4.817
H -1.191 6.439 3.795
H 2.803 6.768 5.315
H 1.487 7.721 6.011
H 2.121 8.137 4.424
H -0.395 4.744 5.300
H 0.092 5.979 6.483
H 1.255 4.763 5.914
H 2.666 4.429 1.286
H 2.205 5.629 0.069
H 0.996 4.549 0.743
*
```

Summary:
Kohn-Sham gap (alpha / beta) ... 5.96 / 5.96 eV
⟨S²⟩ ... 2.008
LUMO level (alpha / beta) ... 2.35 / 2.35 eV

---

Record 3
An isolated ion of composition C3H9N2 and charge +1 at a distorted geometry. Source: the OMol25 dataset; level of theory: ωB97M-V/def2-TZVPD.

Structure (ORCA input):
```
! RIJCOSX wB97M-V def2-TZVPD def2/J DEFGRID3
* xyz 1 1
C 2.620 0.067 0.213
N 1.567 0.299 -0.415
C 0.355 -0.458 -0.354
N -0.708 0.614 -0.100
C -2.086 0.013 0.029
H 3.358 0.749 0.279
H 2.857 -0.939 0.659
H 0.453 -1.204 0.493
H -0.016 -0.882 -1.172
H -0.245 0.760 0.795
H -0.613 1.478 -0.698
H -2.513 -0.404 -0.785
H -2.128 -0.807 0.755
H -2.899 0.714 0.299
*
```

Summary:
Kohn-Sham gap ... 11.19 eV
ΔE to the lowest compared entry with this formula, charge and spin ... 279.0 kJ/mol
SMILES ... C=NC[NH2+]C
LUMO level ... -3.29 eV

---

What is the formula in the third record? C3H9N2